Below is C10H9N3 in the gas phase, with properties calculated with ωB97M-V/def2-TZVPD.

Summary:
energy above the lowest of the compared OMol25 structures with the same formula, charge and spin	37.26	kcal per mole
lowest unoccupied orbital energy	0.7	eV
Kohn-Sham gap	9.94	eV
M	171.2	u
charge	0
electronic energy	-550.64820	Ha

Structure (XYZ):
```
22
Properties=species:S:1:pos:R:3:forces:R:3
N 1.104 -2.741 -1.345 1.287 -0.321 -1.226
N -0.098 0.112 -2.760 -0.316 0.618 -0.797
N 3.074 -0.334 0.195 1.535 0.812 0.942
C 2.147 -0.764 -0.292 0.016 -0.812 -0.247
C 0.515 -0.447 -1.977 0.429 -0.619 0.123
C -0.619 0.038 0.558 -1.760 -2.749 -1.226
C -1.714 2.069 0.119 1.843 3.123 2.782
C 1.036 -1.343 -0.941 -4.329 -0.716 0.356
C -1.621 0.775 -0.061 0.088 -3.064 -1.217
C -0.876 2.658 1.158 -0.601 1.735 -1.834
C -0.326 -1.388 0.141 4.279 1.544 1.136
C 0.054 0.557 1.578 0.769 0.836 0.409
C -0.033 1.891 1.898 -0.443 -0.588 1.602
H 0.401 -2.912 -2.084 0.434 0.194 0.706
H -0.765 3.761 1.217 -0.709 -0.751 0.247
H 0.165 -1.930 0.988 -0.744 0.193 -0.644
H 0.414 2.076 2.889 0.094 1.112 -0.941
H -1.009 -2.000 -0.354 -1.356 -0.555 -0.759
H 0.747 -0.010 2.100 1.142 -1.219 0.984
H 2.014 -2.965 -1.793 -0.699 0.256 0.432
H -2.353 2.646 -0.478 -0.823 0.935 -0.463
H -2.256 0.250 -0.754 -0.137 0.036 -0.365
```
Positions in Å, forces in eV/Å.

Want to see where the charge sits? The Mulliken charges in e are: atom 1 (N): -0.661, atom 2 (N): -0.527, atom 3 (N): -0.442, atom 4 (C): -0.027, atom 5 (C): 0.109, atom 6 (C): 0.572, atom 7 (C): -0.499, atom 8 (C): 1.050, atom 9 (C): -0.304, atom 10 (C): -0.448, atom 11 (C): -1.414, atom 12 (C): -0.289, atom 13 (C): -0.559, atom 14 (H): 0.294, atom 15 (H): 0.308, atom 16 (H): 0.328, atom 17 (H): 0.317, atom 18 (H): 0.568, atom 19 (H): 0.465, atom 20 (H): 0.306, atom 21 (H): 0.450, atom 22 (H): 0.399



Below is C8H16N2O3 in the gas phase, with properties calculated with ωB97M-V/def2-TZVPD.

Summary:
energy above the lowest of the compared OMol25 structures with the same formula, charge and spin	72.69	kcal per mole
lowest unoccupied orbital energy	0.6	eV
Kohn-Sham gap	9.93	eV
M	188.2	u
charge	0
electronic energy	-649.60305	Ha

Structure (XYZ):
```
29
Properties=species:S:1:pos:R:3:forces:R:3
O -1.814 -0.305 1.054 0.542 -1.698 -1.986
O 2.064 -0.192 2.182 -0.318 -1.779 0.905
O 0.424 -1.772 1.908 1.384 -0.053 4.741
N -0.078 -0.947 -0.424 -2.911 1.136 1.982
N -3.786 -1.578 -0.561 0.603 -1.486 -0.156
C -0.029 1.888 1.344 2.916 1.998 -0.085
C 1.732 0.882 -0.232 0.291 0.415 -3.875
C 1.322 -0.887 1.519 0.267 2.641 -1.264
C 2.044 0.807 -1.836 2.009 -0.820 0.544
C 1.211 -0.556 0.038 -0.950 1.108 2.957
C -2.403 -1.647 -0.886 2.429 -0.776 -0.174
C -1.419 -0.862 0.017 0.045 1.091 1.700
C 0.771 2.067 0.013 -1.617 -0.491 1.458
H 1.769 -1.309 -0.409 1.997 -0.821 -1.063
H -2.021 -1.414 -1.897 -1.180 -0.009 -0.031
H 0.577 -1.709 2.965 -0.867 -0.639 -3.112
H 2.724 -0.143 -1.910 -0.859 1.851 -0.355
H -2.018 -2.717 -0.741 -0.735 1.113 -0.168
H -0.554 2.821 1.603 0.396 -0.387 0.219
H -0.704 1.142 1.190 -1.727 -1.556 0.018
H -0.074 2.078 -0.685 0.666 0.014 -0.745
H 1.196 3.074 0.053 0.598 -0.477 -0.480
H -4.417 -0.871 -0.809 -0.081 1.470 -1.116
H 2.594 1.703 -2.239 -0.248 -0.851 0.738
H 1.255 0.670 -2.591 -0.444 -0.094 0.837
H 0.720 1.524 2.059 -0.663 0.754 0.518
H -3.838 -1.624 0.420 -0.196 -0.265 1.444
H 0.001 -1.156 -1.340 -0.259 -1.115 -3.532
H 2.751 1.033 0.196 -1.087 -0.272 0.084
```
Positions in Å, forces in eV/Å.

Want to see where the charge sits? The Mulliken charges in e are: atom 1 (O): -0.676, atom 2 (O): -0.578, atom 3 (O): -0.448, atom 4 (N): -0.161, atom 5 (N): -0.574, atom 6 (C): -0.995, atom 7 (C): 0.536, atom 8 (C): 0.054, atom 9 (C): -1.340, atom 10 (C): -0.630, atom 11 (C): -0.683, atom 12 (C): 0.674, atom 13 (C): -0.630, atom 14 (H): 0.876, atom 15 (H): 0.368, atom 16 (H): 0.415, atom 17 (H): 0.331, atom 18 (H): 0.279, atom 19 (H): 0.418, atom 20 (H): 0.156, atom 21 (H): 0.162, atom 22 (H): 0.453, atom 23 (H): 0.242, atom 24 (H): 0.365, atom 25 (H): 0.287, atom 26 (H): 0.258, atom 27 (H): 0.246, atom 28 (H): 0.344, atom 29 (H): 0.250



Below is 2 unconnected molecules or ions with the total composition C2H3ClOS, with properties calculated with ωB97M-V/def2-TZVPD.

Summary:
energy above the lowest of the compared OMol25 structures with the same formula, charge and spin	36.38	kcal per mole
lowest unoccupied orbital energy	-0.1	eV
Kohn-Sham gap	9.29	eV
M	110.6	u
charge	0
electronic energy	-1011.56257	Ha

Structure (XYZ):
```
8
Properties=species:S:1:pos:R:3:forces:R:3
Cl -1.466 1.248 -0.116 -0.119 0.010 -0.004
S -3.148 0.365 -0.843 -0.156 0.531 -0.328
O 1.077 -0.702 -1.356 0.062 0.657 0.518
C 1.375 -0.594 -0.236 -0.849 -1.441 -2.278
C 1.798 -0.700 0.966 2.355 2.444 2.682
H 2.537 0.091 1.302 -0.692 -0.917 -0.848
H 1.412 -1.151 1.846 -0.839 -0.772 -0.099
H -3.585 1.443 -1.563 0.239 -0.512 0.358
```
Positions in Å, forces in eV/Å.

Want to see where the charge sits? The Mulliken charges in e are: atom 1 (Cl): -0.111, atom 2 (S): -0.070, atom 3 (O): -0.346, atom 4 (C): 0.785, atom 5 (C): -0.910, atom 6 (H): 0.192, atom 7 (H): 0.283, atom 8 (H): 0.178



Below is a molecular structure, C34H34AsCoN8O, with properties calculated with ωB97M-V/def2-TZVPD.

Summary:
energy above the lowest of the compared OMol25 structures with the same formula, charge and spin	0.00	kcal per mole
lowest unoccupied orbital energy (alpha / beta)	-2.9 / -2.2	eV
<S²>	0.918
Kohn-Sham gap (alpha / beta)	7.56 / 8.84	eV
2S+1	2
M	704.6	u
charge	+1
electronic energy	-5447.65584	Ha

Structure (XYZ):
```
79
Properties=species:S:1:pos:R:3:forces:R:3
As 3.342 0.174 -1.068 -0.287 0.163 0.305
Co 1.655 0.630 0.551 0.133 0.188 0.745
O -3.866 0.238 2.066 0.104 -0.025 -0.129
N -0.048 4.166 -0.966 -0.021 -0.263 -0.014
N 0.597 2.043 -0.628 0.133 -0.054 0.003
N -5.145 -0.230 3.787 -0.095 0.203 0.003
N 0.494 -1.078 -0.028 -0.163 0.143 -0.325
N -1.093 3.319 -1.103 -0.123 0.206 0.007
N -0.628 -2.924 0.197 -0.167 -0.118 0.035
N -5.285 1.124 3.488 0.006 -0.171 0.086
N -1.100 -2.375 -0.944 0.212 0.092 0.201
C -3.872 4.984 0.402 -0.006 0.038 0.044
C 4.162 -0.677 -4.705 0.095 -0.039 0.023
C -4.887 3.785 2.228 -0.022 0.004 0.022
C 4.787 -1.639 -5.491 -0.024 0.025 0.043
C -3.289 3.814 -0.065 0.019 0.023 0.006
C 0.916 0.262 2.729 -0.034 0.046 0.000
C -2.834 -2.397 1.880 -0.020 0.098 0.005
C 0.308 -2.143 0.733 -0.004 -0.095 0.052
C -4.352 -3.063 3.634 -0.031 -0.015 0.024
C 3.243 -1.048 -3.729 -0.031 0.036 -0.016
C 4.706 1.499 -1.428 -0.003 0.029 0.036
C -4.522 1.351 2.480 -0.020 0.133 -0.035
C 2.575 -0.016 -2.868 0.050 -0.097 -0.050
C 2.985 1.084 2.250 0.027 -0.042 -0.271
C -0.697 2.068 -0.895 -0.063 -0.056 -0.075
C 2.260 -0.093 2.630 0.145 -0.136 -0.013
C -3.514 2.628 0.623 0.011 -0.108 -0.027
C -4.671 4.966 1.541 -0.002 0.027 0.013
C -1.277 -4.083 0.800 0.039 0.130 0.009
C 0.948 3.360 -0.688 0.009 0.015 -0.028
C 3.575 -3.363 -4.340 0.035 -0.004 -0.025
C -3.887 -4.364 3.527 -0.006 -0.040 0.021
C -4.300 2.609 1.766 -0.015 -0.039 0.039
C 4.496 -2.983 -5.309 -0.021 0.005 0.017
C -0.392 -1.274 -1.047 0.009 -0.103 -0.073
C -3.823 -2.079 2.808 -0.005 0.047 0.004
C 2.956 -2.402 -3.557 -0.050 0.033 -0.001
C 2.078 2.160 2.168 0.119 0.130 0.092
C 0.793 1.647 2.416 -0.026 -0.101 -0.196
C 4.438 -1.395 -0.805 -0.022 -0.036 0.054
C -2.365 -3.697 1.781 0.032 0.000 0.000
C -2.897 -4.681 2.609 0.014 -0.019 -0.004
C -2.450 3.829 -1.321 0.075 -0.035 0.115
C -4.314 -0.706 2.931 0.067 -0.134 0.010
H 5.312 1.168 -2.270 0.033 0.002 -0.016
H 2.233 -2.702 -2.805 0.007 -0.004 -0.019
H -0.122 2.221 2.447 -0.006 -0.055 -0.087
H -2.912 3.235 -2.107 0.004 -0.068 -0.045
H 1.951 3.715 -0.513 -0.060 -0.015 -0.014
H 5.339 1.630 -0.554 0.016 0.004 0.020
H 3.339 -4.411 -4.199 0.001 0.039 -0.005
H 0.818 -2.361 1.658 -0.041 -0.008 -0.061
H 0.107 -0.385 3.036 -0.031 0.036 -0.114
H 2.329 3.192 1.982 0.001 -0.019 -0.060
H -1.672 -4.681 -0.017 -0.021 -0.006 -0.057
H -3.091 1.693 0.275 -0.038 0.067 0.001
H -4.294 -5.136 4.167 0.018 0.034 -0.028
H 5.131 -1.184 0.008 0.001 -0.009 0.017
H -1.356 1.216 -0.937 0.031 0.063 0.010
H 4.978 -3.731 -5.925 -0.007 0.010 0.016
H 5.497 -1.335 -6.249 -0.011 -0.002 0.010
H 2.697 -1.050 2.874 0.011 0.010 -0.080
H -5.504 3.755 3.117 0.032 0.015 -0.042
H -3.700 5.917 -0.121 -0.011 -0.030 0.014
H -0.509 -4.665 1.307 0.039 -0.037 -0.019
H -5.121 5.884 1.894 0.013 -0.030 -0.013
H -2.327 4.843 -1.687 0.010 0.043 -0.053
H 4.236 2.450 -1.672 0.002 0.015 -0.010
H 2.660 0.978 -3.306 -0.048 0.039 -0.052
H 4.389 0.372 -4.859 -0.021 -0.016 -0.010
H -2.444 -1.613 1.242 -0.014 -0.053 0.013
H 4.059 1.159 2.170 -0.003 -0.028 -0.077
H -2.533 -5.701 2.540 -0.021 0.047 0.004
H 3.822 -2.249 -0.532 -0.014 -0.021 -0.015
H -0.503 -0.604 -1.885 0.022 -0.044 0.043
H -5.120 -2.798 4.350 0.030 -0.018 -0.026
H 1.517 -0.232 -2.750 -0.040 -0.029 0.030
H 4.989 -1.620 -1.715 0.042 -0.018 -0.004
```
Positions in Å, forces in eV/Å.

Want to see where the charge sits? The Mulliken charges in e are: atom 1 (As): 0.633, atom 2 (Co): 0.659, atom 3 (O): -0.220, atom 4 (N): -0.991, atom 5 (N): 0.443, atom 6 (N): -0.486, atom 7 (N): 1.025, atom 8 (N): 1.007, atom 9 (N): 0.740, atom 10 (N): -0.488, atom 11 (N): -0.905, atom 12 (C): -0.773, atom 13 (C): -0.370, atom 14 (C): -0.936, atom 15 (C): -0.682, atom 16 (C): 1.235, atom 17 (C): -0.459, atom 18 (C): 0.020, atom 19 (C): -0.623, atom 20 (C): -0.975, atom 21 (C): -0.036, atom 22 (C): -1.268, atom 23 (C): 0.647, atom 24 (C): -0.830, atom 25 (C): -0.883, atom 26 (C): -0.566, atom 27 (C): -0.728, atom 28 (C): 0.178, atom 29 (C): -0.748, atom 30 (C): -1.422, atom 31 (C): -0.695, atom 32 (C): -0.799, atom 33 (C): -0.645, atom 34 (C): -0.188, atom 35 (C): -0.424, atom 36 (C): -1.161, atom 37 (C): -0.310, atom 38 (C): 0.195, atom 39 (C): -0.758, atom 40 (C): -0.535, atom 41 (C): -1.340, atom 42 (C): 1.099, atom 43 (C): -0.920, atom 44 (C): -1.286, atom 45 (C): 0.635, atom 46 (H): 0.452, atom 47 (H): 0.376, atom 48 (H): 0.583, atom 49 (H): 0.291, atom 50 (H): 0.504, atom 51 (H): 0.409, atom 52 (H): 0.418, atom 53 (H): 0.503, atom 54 (H): 0.570, atom 55 (H): 0.604, atom 56 (H): 0.341, atom 57 (H): 0.405, atom 58 (H): 0.406, atom 59 (H): 0.429, atom 60 (H): 0.554, atom 61 (H): 0.394, atom 62 (H): 0.399, atom 63 (H): 0.523, atom 64 (H): 0.545, atom 65 (H): 0.394, atom 66 (H): 0.455, atom 67 (H): 0.415, atom 68 (H): 0.401, atom 69 (H): 0.384, atom 70 (H): 0.632, atom 71 (H): 0.394, atom 72 (H): 0.736, atom 73 (H): 0.632, atom 74 (H): 0.478, atom 75 (H): 0.342, atom 76 (H): 0.751, atom 77 (H): 0.545, atom 78 (H): 0.173, atom 79 (H): 0.495



Below is a molecular structure, H2, with properties calculated with ωB97M-V/def2-TZVPD.

Summary:
energy above the lowest of the compared OMol25 structures with the same formula, charge and spin	0.37	kcal per mole
lowest unoccupied orbital energy (alpha / beta)	9.7 / 7.8	eV
<S²>	0.751
Kohn-Sham gap (alpha / beta)	6.90 / 14.94	eV
2S+1	2
M	2.0	u
charge	-1
electronic energy	-1.05952	Ha

Structure (XYZ):
```
2
Properties=species:S:1:pos:R:3:forces:R:3
H 0.000 0.000 -0.395 0.000 0.000 -0.809
H 0.000 0.000 0.395 0.000 0.000 0.809
```
Positions in Å, forces in eV/Å.

Want to see where the charge sits? The Mulliken charges in e are: atom 1 (H): -0.500, atom 2 (H): -0.500



Below is CH4BClS in the gas phase, with properties calculated with ωB97M-V/def2-TZVPD.

Summary:
energy above the lowest of the compared OMol25 structures with the same formula, charge and spin	55.40	kcal per mole
lowest unoccupied orbital energy	-1.0	eV
Kohn-Sham gap	8.20	eV
M	94.4	u
charge	0
electronic energy	-923.64162	Ha

Structure (XYZ):
```
8
Properties=species:S:1:pos:R:3:forces:R:3
Cl -1.086 2.874 1.016 0.380 -1.013 -0.214
S -1.210 1.010 0.074 0.082 0.383 -0.239
C 0.102 -0.141 0.601 1.104 0.269 -2.046
B 0.324 -0.983 -0.832 -0.482 -0.399 -1.107
H -0.146 -2.029 -1.637 0.546 2.146 2.473
H 1.174 -0.380 -1.382 0.277 -0.122 -0.466
H -0.303 -0.669 1.404 -0.116 -0.799 1.531
H 1.144 0.317 0.756 -1.792 -0.464 0.069
```
Positions in Å, forces in eV/Å.

Want to see where the charge sits? The Mulliken charges in e are: atom 1 (Cl): -0.190, atom 2 (S): 0.013, atom 3 (C): -0.479, atom 4 (B): 0.154, atom 5 (H): -0.019, atom 6 (H): -0.054, atom 7 (H): 0.328, atom 8 (H): 0.248